No. 1
A molecular structure, C16H16GaN2O3, computed with wB97M-V/def2-TZVPD.

- Spin multiplicity: 1
- Net charge: +1
- HOMO-LUMO gap: 7.4977 eV

CARTESIAN COORDINATES (ANGSTROEM)
Ga 0.022 0.510 0.901
O 0.583 2.227 1.830
O -1.531 0.384 1.793
O 1.691 0.441 0.026
N -0.487 -0.764 -0.537
N 0.533 -1.005 -1.351
C 3.885 -1.654 -3.680
C -1.171 3.776 1.142
C -2.525 -0.490 1.565
C -3.788 -2.095 0.253
C -3.513 -0.568 2.547
C 1.632 -0.383 -0.998
C 2.744 -1.349 -2.968
C -1.618 -1.404 -0.591
C -4.622 -1.370 2.374
C 5.130 -1.282 -3.189
C 5.231 -0.608 -1.980
C -2.637 -1.291 0.398
C 2.841 -0.660 -1.755
C -0.300 3.281 2.281
C 4.095 -0.292 -1.261
C -4.766 -2.134 1.217
H -1.761 -2.093 -1.421
H -3.382 0.026 3.438
H -1.947 4.438 1.519
H 3.802 -2.194 -4.610
H 1.455 2.573 1.601
H -5.631 -2.766 1.087
H 4.169 0.206 -0.305
H 0.304 4.089 2.702
H 6.199 -0.339 -1.590
H -3.880 -2.704 -0.633
H -5.379 -1.408 3.142
H 1.770 -1.640 -3.327
H -0.924 2.847 3.064
H -1.657 2.916 0.670
H 6.021 -1.528 -3.746
H -0.589 4.309 0.394

These are the Löwdin partial charges, in e, on atoms 1 to 2: 0.736, -0.054

***

No. 2
A gas-phase ion, C4H8NS (charge +1), computed with wB97M-V/def2-TZVPD.

- Spin multiplicity: 1
- SMILES: S[C@H]1CC=C[NH2+]1
- Net charge: +1
- HOMO-LUMO gap: 10.6449 eV
- Energy relative to the best compared isomer or geometry (same formula, charge and spin): 0.5000 eV

CARTESIAN COORDINATES (ANGSTROEM)
S 2.109 0.284 -0.970
N 0.269 0.866 0.984
C -0.178 -0.538 1.465
C -0.674 -0.408 -0.885
C 0.464 0.666 -0.544
C -0.699 -1.139 0.423
H -1.720 -0.012 -0.940
H -1.342 -2.047 0.566
H 0.309 1.663 -0.920
H -0.322 -1.106 -1.700
H 1.088 1.233 1.546
H -0.430 1.538 1.139
H -0.033 -0.805 2.461
H 2.460 -0.791 -0.291

These are the Löwdin partial charges, in e, on atoms 1 to 2: 0.871, 0.066

***

No. 3
8 unconnected molecules or ions with the total composition C30H60O18S6, computed with wB97M-V/def2-TZVPD.

- Spin multiplicity: 1
- SMILES: CCOS(C)(=O)=O.CCOS(C)(=O)=O.CCOS(C)(=O)=O.CCOS(C)(=O)=O.CCOS(C)(=O)=O.CCOS(C)(=O)=O.c1ccccc1.c1ccccc1
- HOMO-LUMO gap: 9.2929 eV

CARTESIAN COORDINATES (ANGSTROEM)
S -7.708 4.461 6.458
S -5.627 6.319 -3.745
S 3.961 -6.264 -5.708
S 7.654 4.525 7.404
S 0.801 1.676 1.217
S 4.192 -0.317 -13.167
O 7.723 4.559 8.858
O -4.344 5.884 -4.335
O 1.916 0.840 1.722
O 4.454 -6.505 -4.366
O 4.112 0.640 -14.523
O -9.072 4.384 7.370
O -6.279 7.594 -4.164
O -7.581 3.132 5.842
O 7.718 3.233 6.735
O 8.807 5.499 6.713
O 1.092 1.907 -0.444
O -6.820 5.141 -3.816
O 3.682 -1.693 -13.442
O -7.759 5.639 5.615
O 0.376 2.916 1.883
O 3.671 0.518 -12.096
O 3.168 -7.708 -6.177
O 4.924 -5.927 -6.772
C 2.496 -9.023 5.587
C -5.677 -5.042 4.770
C -6.206 -3.915 5.456
C -4.911 -5.964 5.376
C -5.220 -4.790 7.462
C -6.424 3.828 -3.722
C 2.521 -6.827 4.813
C 2.588 -6.290 6.135
C 2.173 -9.279 -7.671
C 2.582 -7.866 -7.491
C 2.568 -8.508 6.902
C -5.923 -3.804 6.800
C 2.547 -5.075 -5.645
C -0.660 0.638 1.006
C 6.085 -0.386 -13.270
C 2.423 -8.161 4.554
C -6.537 4.821 7.821
C 4.360 -0.009 -15.751
C 2.494 -7.171 7.160
C 1.975 3.271 -2.178
C 10.295 7.273 6.535
C -10.405 3.775 9.237
C -5.450 6.435 -1.868
C -7.140 3.332 -2.423
C 9.514 6.427 7.562
C 6.200 5.519 6.790
C -9.451 3.231 8.216
C 2.150 2.805 -0.749
C 4.277 0.946 -16.913
C -4.680 -5.884 6.712
H -4.968 -4.637 8.501
H 9.647 7.909 5.932
H 2.806 -4.284 -4.941
H 5.344 5.101 7.320
H -6.812 3.917 -1.564
H 1.819 -9.425 -8.692
H 4.524 0.531 -17.891
H -10.874 3.059 9.912
H 1.630 -5.591 -5.358
H -5.209 5.439 -1.496
H 2.552 -6.724 8.141
H -6.666 5.872 8.079
H 6.019 5.198 5.764
H 2.763 3.999 -2.369
H -9.966 2.465 7.636
H -5.559 4.480 7.483
H 5.322 -0.520 -15.776
H -9.987 4.609 9.801
H 2.991 -9.962 -7.444
H 5.116 1.618 -16.735
H 6.356 -1.120 -12.511
H -5.840 -5.107 3.705
H -4.427 -6.711 4.764
H -6.824 3.340 -4.611
H -5.341 3.708 -3.678
H 3.349 1.517 -16.939
H -6.829 -3.127 5.059
H 2.529 -6.108 4.007
H 6.387 6.593 6.773
H -6.825 4.222 8.685
H 2.449 -8.530 3.540
H 2.719 -5.236 6.333
H -0.427 -0.262 0.437
H -7.082 2.250 -2.298
H 2.067 2.586 -3.021
H -8.172 3.504 -2.730
H 2.338 -4.677 -6.638
H -0.931 0.501 2.052
H 10.263 6.020 8.241
H 6.528 0.609 -13.225
H 2.577 -9.266 7.672
H 2.176 3.631 -0.038
H 3.226 -7.534 -8.306
H 1.687 -7.247 -7.423
H 10.836 8.014 7.124
H -4.699 7.191 -1.639
H 1.047 3.811 -2.369
H -8.616 2.764 8.739
H 2.427 -10.084 5.395
H -1.451 1.125 0.436
H 8.782 6.992 8.138
H 3.660 -0.841 -15.840
H -6.420 6.840 -1.580
H 11.016 6.680 5.973
H -4.083 -6.698 7.095
H 1.494 -9.666 -6.912
H -11.279 4.106 8.677
H 3.064 2.219 -0.847
H -6.295 -2.954 7.353
H 6.445 -0.873 -14.176

These are the Löwdin partial charges, in e, on atoms 1 to 2: 0.655, 0.734

***

No. 4
A molecular structure, C2H8N2O2, computed with wB97M-V/def2-TZVPD.

- Spin multiplicity: 1
- HOMO-LUMO gap: 10.4661 eV
- Energy relative to the best compared isomer or geometry (same formula, charge and spin): 0.0271 eV

CARTESIAN COORDINATES (ANGSTROEM)
O 0.513 0.457 -0.795
O 0.771 -0.861 1.006
N -1.607 0.631 0.459
N 2.580 -0.206 -0.188
C 1.221 -0.248 0.046
C -2.768 0.160 -0.312
H -3.712 0.306 0.218
H -2.800 0.654 -1.273
H -2.653 -0.901 -0.482
H -1.749 1.533 0.888
H 3.079 -0.989 0.198
H -1.297 -0.037 1.162
H -0.490 0.633 -0.273
H 2.824 0.014 -1.137

These are the Löwdin partial charges, in e, on atoms 1 to 2: 0.005, 0.007

***

No. 5
2 unconnected molecules or ions with the total composition C5H10F3O5P, computed with wB97M-V/def2-TZVPD.

- Spin multiplicity: 1
- HOMO-LUMO gap: 9.1657 eV
- Energy relative to the best compared isomer or geometry (same formula, charge and spin): 2.2762 eV

CARTESIAN COORDINATES (ANGSTROEM)
P 0.248 0.218 0.220
F 1.041 2.574 -3.603
F 3.101 3.078 -3.135
F 2.624 1.006 -3.712
O 3.270 1.303 -0.964
O 1.331 2.708 -0.898
O -0.027 -1.306 0.653
O -1.085 0.934 0.621
O 1.289 0.881 1.077
C 2.189 2.096 -3.034
C 0.642 -0.018 -1.543
C 0.037 -1.721 2.064
C 2.144 1.786 -1.495
C -2.320 0.536 -0.155
H -0.647 -1.126 2.799
H -3.110 0.935 0.405
H -0.307 -2.725 2.344
H 3.321 1.359 0.012
H 1.026 2.480 0.017
H 0.972 -1.538 2.472
H 1.128 -0.908 -1.771
H -2.157 0.785 -1.095
H -0.012 0.367 -2.335
H -2.330 -0.606 -0.150

These are the Löwdin partial charges, in e, on atoms 1 to 2: 0.428, 0.141

***

No. 6
A single C3H2INO2 molecule, computed with wB97M-V/def2-TZVPD.

- Spin multiplicity: 1
- HOMO-LUMO gap (alpha / beta): 7.0525 / 7.6831 eV
- Energy relative to the best compared isomer or geometry (same formula, charge and spin): 4.2081 eV

CARTESIAN COORDINATES (ANGSTROEM)
I 3.026 0.403 0.039
O -1.750 -1.613 -0.176
O -1.300 0.632 -0.087
N 0.356 -0.901 0.200
C 1.038 0.201 0.370
C -0.385 1.479 -0.440
C -1.002 -0.726 -0.058
H -0.485 2.478 -0.003
H 0.502 -1.953 0.155

These are the Löwdin partial charges, in e, on atoms 1 to 2: 0.839, 0.168

***

No. 7
A molecular structure, C3H6Br2OSi, computed with wB97M-V/def2-TZVPD.

- Spin multiplicity: 1
- HOMO-LUMO gap: 9.3874 eV
- Energy relative to the best compared isomer or geometry (same formula, charge and spin): 0.3700 eV

CARTESIAN COORDINATES (ANGSTROEM)
Br -4.065 1.563 -0.152
Br -2.913 -1.820 0.330
Si -2.582 0.075 -0.698
O -0.737 0.863 0.286
C 0.275 0.033 0.719
C 1.582 0.453 0.109
C 2.587 -0.348 -0.177
H 3.507 0.034 -0.588
H 2.548 -1.409 0.006
H 1.649 1.516 -0.081
H 0.347 0.140 1.816
H -2.278 -0.065 -2.093
H 0.081 -1.034 0.524

These are the Löwdin partial charges, in e, on atoms 1 to 2: 0.372, 0.361

***

No. 8
A molecular structure, C4H7NO, computed with wB97M-V/def2-TZVPD.

- Spin multiplicity: 1
- HOMO-LUMO gap: 9.1103 eV
- Energy relative to the best compared isomer or geometry (same formula, charge and spin): 5.3287 eV

CARTESIAN COORDINATES (ANGSTROEM)
O 0.174 -0.767 -1.468
N -0.764 1.510 -1.185
C 0.468 -1.503 0.807
C 0.076 -0.464 -0.199
C -0.939 0.673 0.010
C 0.022 1.737 -0.123
H -0.300 -2.288 0.844
H 1.023 0.760 -0.067
H 0.355 2.633 0.393
H 0.543 -1.049 1.799
H 1.419 -1.972 0.538
H -1.885 0.611 0.538
H -0.191 0.119 -1.887

These are the Löwdin partial charges, in e, on atoms 1 to 2: 0.053, 0.019

***

Which formula does entry 3 have? C30H60O18S6